1:
ORCA calculation (ωB97M-V with the def2-TZVPD basis set) on a structure of composition C4H4N2S2.

Output
**E_HOMO**: -0.2859 Eh
**HOMO-LUMO gap**: 8.42 eV
**E_LUMO**: 0.6419 eV

Geometry as XYZ:
```
12
Properties=species:S:1:pos:R:3:mulliken_charge:R:1
C 0.76 -1.82 0.08 -0.1699
C -2.09 0.81 -0.10 -0.1687
C -0.38 -1.18 -0.08 0.0085
C 1.27 0.87 0.10 -0.4092
N -1.00 1.39 -0.33 -0.5011
N 0.02 0.62 -0.61 -0.0546
S 2.21 -0.78 -0.06 -0.1197
S -2.02 -0.96 0.22 -0.1726
H 0.83 -2.85 0.08 0.4370
H -2.88 1.48 -0.01 0.4483
H 2.01 1.48 -0.43 0.3544
H 1.25 0.93 1.13 0.3474
```


2:
ORCA calculation (ωB97M-V with the def2-TZVPD basis set) on an isolated molecule of C4H4N2S2.

Output
**E_HOMO**: -0.2893 Eh
**HOMO-LUMO gap**: 7.83 eV
**E_LUMO**: -0.0443 eV

Geometry as XYZ:
```
12
Properties=species:S:1:pos:R:3:mulliken_charge:R:1
C -1.30 2.29 -1.24 0.1357
C -1.17 1.12 -1.40 -0.4677
C 1.64 -0.96 0.55 0.2304
C -0.78 -0.91 0.42 -0.6147
N 2.22 0.09 0.64 -0.1031
N 0.46 -1.61 0.45 -0.2275
S 3.20 1.32 0.75 -0.2250
S -1.24 -0.57 -1.33 -0.1333
H -1.11 3.27 -0.95 0.4050
H -1.56 -1.39 0.90 0.3604
H -0.85 -0.07 1.10 0.3877
H 0.51 -2.57 0.12 0.2521
```


Quick ranking, most stable first: 1, 2.


1:
ORCA calculation (ωB97M-V with the def2-TZVPD basis set) on a structure of composition C2H6O2Si.

Output
**E_HOMO**: -0.3627 Eh
**HOMO-LUMO gap**: 10.24 eV
**E_LUMO**: 0.3681 eV

Geometry as XYZ:
```
11
Properties=species:S:1:pos:R:3:mulliken_charge:R:1
C 1.04 1.67 0.01 -1.0089
C -0.04 -1.73 -0.03 -0.9803
O -2.23 0.34 -0.69 -0.2958
O -2.11 0.36 0.79 -0.2960
Si -0.76 0.01 -0.07 0.7373
H 1.44 1.62 1.00 0.3023
H 1.74 1.37 -0.75 0.2940
H 0.58 2.61 -0.21 0.2934
H 1.03 -1.69 0.16 0.2899
H -0.50 -2.32 0.76 0.3214
H -0.19 -2.25 -0.97 0.3426
```


2:
ORCA calculation (ωB97M-V with the def2-TZVPD basis set) on a cluster of 2 separate species, C2H6O2Si in total.

Output
**E_HOMO (alpha / beta)**: -0.3652 / -0.3431 Eh
**HOMO-LUMO gap (alpha / beta)**: 8.92 / 7.20 eV
**E_LUMO (alpha / beta)**: -1.0166 / -2.1386 eV

Geometry as XYZ:
```
11
Properties=species:S:1:pos:R:3:mulliken_charge:R:1
C -2.36 0.51 -0.30 -0.6540
C -1.73 -0.59 0.14 0.3283
O -0.66 -1.18 -0.15 -0.3234
O 0.64 0.14 -0.59 -0.1811
Si 2.11 -0.20 -0.09 0.3930
H -3.40 0.64 -0.26 0.3098
H -1.84 1.37 -0.63 0.2992
H -2.45 -1.31 0.85 0.2170
H 1.93 -1.09 0.99 -0.1388
H 2.31 1.24 0.34 -0.1109
H 3.22 -0.51 -0.93 -0.1391
```


Quick ranking, most stable first: 1, 2.


1:
ORCA calculation (ωB97M-V with the def2-TZVPD basis set) on a cluster of 3 separate species, C4H11NO2 in total.

Output
**E_HOMO (alpha / beta)**: 0.0018 / -0.1018 Eh
**HOMO-LUMO gap (alpha / beta)**: 3.57 / 6.28 eV
**Multiplicity**: 2
**⟨S²⟩**: 0.76
**E_LUMO (alpha / beta)**: 3.6180 / 3.5115 eV
**Net charge**: -1

Geometry as XYZ:
```
18
Properties=species:S:1:pos:R:3:lowdin_spin:R:1
C 2.40 -0.42 1.05 0.0355
C 1.38 0.27 0.22 0.1713
C 1.10 -0.07 -1.07 0.0543
N 0.00 0.50 -1.69 0.2083
C -1.21 0.72 -1.18 0.3383
H 2.01 -1.32 1.52 0.0124
H 2.78 0.26 1.81 0.0025
H 3.25 -0.86 0.50 0.0021
H 0.50 0.65 0.75 0.0177
H 1.73 -0.59 -1.77 0.0052
H -1.44 0.37 -0.17 0.0354
H -1.97 1.20 -1.80 0.0460
H -1.61 -1.66 -2.50 0.0035
H -2.45 -1.45 -1.22 0.0092
O -2.05 -2.11 -1.79 0.0251
H -1.76 0.78 2.67 0.0021
H -1.54 2.28 2.23 0.0080
O -1.11 1.44 2.43 0.0229
```


2:
ORCA calculation (ωB97M-V with the def2-TZVPD basis set) on a cluster of 2 separate species, C4H11NO2 in total.

Output
**E_HOMO (alpha / beta)**: 0.0329 / -0.2178 Eh
**HOMO-LUMO gap (alpha / beta)**: 2.57 / 9.27 eV
**Multiplicity**: 2
**⟨S²⟩**: 0.75
**E_LUMO (alpha / beta)**: 3.4617 / 3.3419 eV
**Net charge**: -1

Geometry as XYZ:
```
18
Properties=species:S:1:pos:R:3:lowdin_spin:R:1
C -1.99 -0.09 1.59 0.0785
N -0.60 -0.58 1.25 0.0249
C 0.12 0.49 0.44 0.0530
C 1.65 0.53 0.52 0.0323
C 2.30 1.77 0.03 0.0318
O 1.74 2.65 -0.56 0.0129
H -2.52 0.33 0.73 0.0241
H -2.55 -1.04 1.93 0.0150
H -1.99 0.67 2.46 0.0021
H -0.64 -1.50 0.67 0.0655
H -0.21 0.73 -0.58 0.0402
H -0.01 1.34 1.11 0.0018
H 1.99 -0.22 -0.15 0.0219
H 2.05 0.25 1.53 0.0019
H 3.40 1.65 0.24 0.0018
H -1.17 -2.47 -2.94 0.1457
H -1.05 -2.05 -4.56 0.0990
O -0.52 -2.46 -3.73 0.3476
```


Quick ranking, most stable first: 1, 2.